Record 1
O5S2 as an isolated structure in a non-equilibrium geometry, computed with ωB97M-V/def2-TZVPD.

Net charge = 0
F_max = 4.76 eV Å⁻¹
2S+1 = 3
Expectation value of S² = 2.01
Lowest unoccupied orbital energy (spin up / spin down) = -0.020 / -0.205 Eh
Orbital gap (spin up / spin down) = 8.96 / 6.20 eV
Relative energy (zero: lowest compared OMol25 entry of this formula, charge and spin) = 0.000 eV

Positions of all 7 atoms, in Å:
O -1.38577 1.75016 0.51351
O -0.92989 -0.87381 -0.76546
O 0.15399 0.11076 1.41881
O 1.34303 -1.80281 -0.73460
O 0.96925 0.56077 -1.04323
S -0.50089 1.40355 1.57926
S 0.46583 -0.69697 -0.66545

Record 2
C9H14N2 as an isolated structure in a non-equilibrium geometry, computed with ωB97M-V/def2-TZVPD.

Net charge = 0
F_max = 5.32 eV Å⁻¹
Lowest unoccupied orbital energy = 0.022 Eh
Orbital gap = 11.07 eV
Relative energy (zero: lowest compared OMol25 entry of this formula, charge and spin) = 2.968 eV

Positions of all 25 atoms, in Å:
C 3.23010 0.65112 -0.36837
C 2.65847 -1.62942 0.00634
C -1.58388 -0.32238 0.71057
C -0.50675 -1.41876 -1.22577
C 1.13769 0.82360 1.55482
C 0.25926 1.45141 -0.67840
C 2.24624 -0.44516 -0.62704
C -0.27708 -0.80628 0.18747
C 0.72886 0.33094 0.27005
N 4.07610 1.41652 -0.22832
N 2.97675 -2.62468 0.46168
H -1.70426 -0.16587 1.74426
H -2.27059 -1.07860 0.54099
H -2.03230 0.46576 0.21818
H -1.42996 -1.01096 -1.48354
H 0.26171 -0.83504 -1.73615
H -0.32627 -2.48740 -1.40962
H 2.15921 1.20151 1.46439
H 0.46806 1.64334 1.98580
H 1.14573 -0.02884 2.22015
H -0.03979 0.97547 -1.67158
H 1.03312 2.13494 -0.75435
H -0.56882 1.91124 -0.25316
H 2.04410 -0.46982 -1.66938
H 0.04639 -1.52423 0.89159

Record 3
C13H17MgN3O3 as an isolated structure in a non-equilibrium geometry, computed with ωB97M-V/def2-TZVPD.

Net charge = 0
F_max = 13.38 eV Å⁻¹
Lowest unoccupied orbital energy (spin up / spin down) = -0.027 / -0.027 Eh
Orbital gap (spin up / spin down) = 4.57 / 4.58 eV
Relative energy (zero: lowest compared OMol25 entry of this formula, charge and spin) = 15.394 eV

Positions of all 37 atoms, in Å:
C -0.23267 1.43005 2.37197
C -0.24327 -1.33545 2.46177
H 0.76973 1.77865 2.62667
H -0.73897 1.03305 3.25277
H -0.84007 2.22795 1.93207
H 0.04743 -2.31445 2.06857
H 0.43503 -1.05795 3.26827
H -1.27977 -1.34855 2.80597
C 0.48873 2.64605 -0.67783
C 0.84673 3.44355 -1.75793
C 1.07903 2.83145 -2.98783
C 0.94563 1.45235 -3.08943
H 0.31483 3.06575 0.30687
H 0.94843 4.51575 -1.62923
H 1.36893 3.41785 -3.85413
H 1.13883 0.95835 -4.03433
N 0.35403 1.31765 -0.77493
C 0.58033 0.70835 -1.96233
C 0.44743 -0.76125 -1.97803
N 0.17993 -1.35385 -0.78983
C 0.05943 -2.68535 -0.73223
C 0.47713 -2.90755 -3.07583
C 0.20293 -3.50305 -1.84663
H -0.15097 -3.09725 0.24897
H 0.10253 -4.57845 -1.74623
C 0.59743 -1.52495 -3.14083
H 0.80653 -1.04425 -4.08913
H 0.59593 -3.50965 -3.97123
Mg 0.00043 -0.00235 0.92657
C -2.06557 0.03055 0.73767
H -2.40037 -1.00525 0.63517
H -2.29987 0.60205 -0.16503
H -2.52127 0.49265 1.61427
O -0.95327 -0.37555 4.93407
N 0.00043 -0.00235 4.29657
O 0.93793 0.45775 4.88807
O 0.00043 -0.00235 2.92657

Record 4
C30H43BF4N3O6PSSc as an isolated structure in a non-equilibrium geometry, computed with ωB97M-V/def2-TZVPD.

Net charge = -1
F_max = 1.01 eV Å⁻¹
Lowest unoccupied orbital energy = 0.086 Eh
Orbital gap = 8.12 eV
Relative energy (zero: lowest compared OMol25 entry of this formula, charge and spin) = 0.110 eV

Positions of all 90 atoms, in Å:
Sc -0.05754 -0.34254 0.05660
O -3.37676 2.26073 1.01159
C -2.58558 1.49582 0.44409
N -1.90888 0.47154 0.93540
C -2.11882 0.16585 2.32629
C -1.73781 -1.27137 2.55576
C -2.12370 -1.97783 3.69310
C -1.72268 -3.28846 3.83408
C -0.94246 -3.87310 2.84291
C -0.58811 -3.10453 1.75375
N -0.98928 -1.83869 1.61360
C -2.36586 1.62932 -1.04744
C -3.12102 2.49774 -1.81952
C -2.96412 2.45658 -3.19449
C -2.07417 1.54916 -3.74817
C -1.32985 0.74668 -2.89721
N -1.46150 0.80537 -1.57764
H -1.49771 0.79322 2.98044
H -3.16082 0.32815 2.62600
H -2.72718 -1.48685 4.44445
H -2.01036 -3.85768 4.70962
H -0.60456 -4.89695 2.91315
H 0.03342 -3.49412 0.95765
H -3.81797 3.15350 -1.31768
H -3.54829 3.10854 -3.83286
H -1.94864 1.45777 -4.81849
H -0.61602 0.02365 -3.26784
F 0.35632 -1.86817 -1.43230
B -0.82527 -2.64040 -1.90185
F -0.62493 -3.95365 -1.54494
F -1.88889 -2.05811 -1.21642
F -0.92254 -2.46509 -3.26551
O 3.07348 0.59987 2.00785
S 1.75348 0.00158 2.06441
O 1.61655 -1.11130 1.02356
O 0.70958 0.96486 1.47376
O 1.33621 -0.44808 3.36801
O 1.34623 0.71443 -1.41068
P 2.61959 1.52276 -1.54407
C 2.55172 2.81122 -0.26274
C 1.33081 3.73709 -0.33791
C 1.60530 5.04928 -1.06393
C 2.80482 5.77561 -0.46731
C 4.05337 4.89917 -0.49070
C 3.80246 3.56460 0.20283
C 2.71841 2.11853 -3.26631
C 3.67223 3.27456 -3.58002
C 3.89747 3.37634 -5.09443
C 2.63275 3.01068 -5.88305
C 1.39275 3.34619 -5.06565
C 1.31694 2.44937 -3.82470
C 4.07178 0.50280 -1.14506
C 3.82076 -0.99094 -1.41056
C 4.11751 -1.42805 -2.83814
C 5.53668 -1.05678 -3.24392
C 5.75458 0.44356 -3.10329
C 5.44422 0.93616 -1.69036
H 2.33575 2.11253 0.54825
H 1.04460 3.96496 0.69425
H 0.47441 3.21404 -0.76778
H 0.71454 5.68310 -1.02568
H 1.79272 4.86524 -2.12620
H 2.57691 6.03977 0.57181
H 2.98690 6.71625 -0.99437
H 4.87898 5.41134 0.01261
H 4.38001 4.74794 -1.52519
H 3.64995 3.76267 1.26982
H 4.68306 2.92225 0.16090
H 3.07972 1.23139 -3.80374
H 4.62790 3.19170 -3.06484
H 3.22080 4.20004 -3.22063
H 4.72815 2.73181 -5.39596
H 4.19964 4.39974 -5.33538
H 2.62466 1.93908 -6.10504
H 2.62708 3.51996 -6.84900
H 0.48325 3.22438 -5.65840
H 1.42306 4.40118 -4.77339
H 0.82498 1.51343 -4.07174
H 0.69305 2.91654 -3.06286
H 4.09506 0.60279 -0.05524
H 2.80160 -1.25115 -1.12674
H 4.46899 -1.54567 -0.72382
H 3.39868 -0.97603 -3.53078
H 3.96641 -2.50722 -2.91949
H 5.75284 -1.37753 -4.26654
H 6.24075 -1.58891 -2.59319
H 5.11892 0.95488 -3.83344
H 6.78382 0.71206 -3.36134
H 5.57774 2.01952 -1.63216
H 6.19514 0.51764 -1.01025